CH7NO | wB97M-V/def2-TZVPD

Each line ends with the Löwdin spin population.
Geometry (Å):
C  0.198  0.585  -0.821  0.11
N  1.139  -0.424  -0.266  0.76
H  0.119  0.769  -1.893  0.01
H  0.512  1.528  -0.358  0.02
H  -0.807  0.369  -0.456  0.04
H  1.742  -0.863  -0.963  0.02
H  1.711  0.055  0.441  0.02
H  -0.946  -0.635  0.967  0.00
H  -2.299  -0.638  1.535  0.00
O  -1.369  -0.746  1.814  0.01

E_HOMO (spin up / spin down): -15.73 / -15.68 eV
maximum force: 4.0 eV Å⁻¹
spin multiplicity: 2
expectation value of S²: 0.7540
calculated total energy: -171.90318 a.u.
charge: +1
relative energy (zero: lowest compared OMol25 entry of this formula, charge and spin): 125.5 kJ/mol

=====

CH7NO2 | wB97M-V/def2-TZVPD

Each line ends with the Mulliken charge.
Geometry (Å):
C  -3.847  -0.479  0.468  -0.28
N  -2.923  -0.842  1.251  -0.51
H  -4.382  -1.291  -0.030  0.26
H  -4.096  0.558  0.270  0.27
H  -2.479  -0.034  1.687  0.25
O  -0.901  1.342  -0.671  -0.65
H  -0.759  1.451  0.277  0.32
H  -1.276  0.457  -0.744  0.33
O  6.912  -0.620  -0.523  -0.64
H  7.352  0.224  -0.664  0.32
H  6.398  -0.767  -1.322  0.32

E_HOMO: -10.56 eV
maximum force: 0.8 eV Å⁻¹
SMILES string: C=N.O.O
calculated total energy: -247.49158 a.u.
relative energy (zero: lowest compared OMol25 entry of this formula, charge and spin): 72.8 kJ/mol

=====

CH7NO2 | wB97M-V/def2-TZVPD

Each line ends with the Mulliken charge.
Geometry (Å):
C  0.771  3.274  -0.883  -0.23
N  1.563  2.594  -1.574  -0.51
H  1.102  4.026  -0.167  0.24
H  -0.318  3.200  -0.886  0.21
H  1.094  1.935  -2.183  0.29
O  0.528  -4.463  5.534  -0.65
H  -0.266  -4.058  5.168  0.32
H  1.325  -4.304  5.015  0.32
O  -1.563  -0.647  -3.231  -0.64
H  -2.162  -1.277  -2.817  0.32
H  -2.075  -0.279  -3.975  0.32

E_HOMO: -9.98 eV
maximum force: 1.1 eV Å⁻¹
SMILES string: C=N.O.O
calculated total energy: -247.48831 a.u.
relative energy (zero: lowest compared OMol25 entry of this formula, charge and spin): 81.4 kJ/mol